# 1
DFT (ωB97M-V/def2-TZVPD) results for a cluster of 5 separate species, C4H12ClN4O12 in total.

Geometry as XYZ:
```
33
Properties=species:S:1:pos:R:3:forces:R:3:lowdin_charge:R:1
Cl -0.251240 -2.523411 0.312307 -0.9 1.8 0.0 0.641
O -0.773638 -3.139886 1.539482 0.4 -0.1 -1.6 -0.395
O 0.216773 -3.491807 -0.678719 -0.3 0.3 1.2 -0.399
O -1.256378 -1.653570 -0.313817 -0.3 -1.3 0.2 -0.427
O 0.788269 -1.592754 0.692432 1.1 -0.6 0.2 -0.420
C -4.261053 -8.061586 -1.949336 -0.9 0.6 0.2 0.046
N -5.053949 -8.644845 -0.824200 0.8 0.3 1.4 -0.454
O -5.694273 -9.647328 -1.049998 -0.2 0.0 -0.1 0.049
O -4.970918 -8.089625 0.271138 -0.3 -0.5 -1.1 0.059
H -5.050758 -7.695848 -2.605607 0.3 -0.2 -0.4 0.097
H -3.665235 -8.854468 -2.401511 -0.1 0.3 0.1 0.100
H -3.745823 -7.178781 -1.570796 0.3 -0.5 0.0 0.102
C 1.550820 2.803267 -3.134626 1.0 0.0 1.2 0.038
N 1.911642 3.811386 -4.170981 -2.1 -0.5 -2.8 -0.414
O 1.978908 4.986622 -3.854816 0.7 -0.9 0.0 0.056
O 1.801884 3.412593 -5.363261 0.9 0.8 2.4 0.020
H 0.627207 2.294543 -3.410725 0.0 0.5 0.1 0.109
H 1.590782 3.354122 -2.194917 -0.8 0.0 -0.1 0.092
H 2.297279 2.030074 -2.952778 0.3 0.1 -0.9 0.098
C -1.380987 2.820073 2.658565 0.6 -0.9 0.4 0.038
N -2.426849 2.128053 3.447972 -1.9 -0.5 1.6 -0.418
O -3.611125 2.314801 3.119881 1.9 -0.3 0.4 0.034
O -2.078957 1.453904 4.436290 -0.5 1.3 -1.9 0.045
H -1.312539 3.857018 2.987449 -0.3 -0.1 -0.2 0.100
H -1.620982 2.664495 1.606758 0.1 0.3 0.2 0.103
H -0.479477 2.293705 2.972123 0.1 0.2 -0.4 0.097
C 5.159563 3.896395 1.328021 0.2 -0.3 0.2 0.055
N 4.729993 4.953513 2.398358 2.2 -1.1 -0.6 -0.441
O 5.574004 5.393454 3.161070 0.0 -0.5 -0.4 0.049
O 3.593198 5.288582 2.387759 -1.7 0.3 -0.3 0.077
H 4.504705 3.025107 1.338707 -0.6 0.5 0.2 0.089
H 6.144245 3.456989 1.487499 0.1 0.7 0.6 0.083
H 5.164906 4.335212 0.330276 -0.3 0.4 0.3 0.088
```
Forces are in eV/Å.

lowest unoccupied orbital energy = 1.38 eV
orbital gap = 7.16 eV
net charge = -1

# 2
DFT (ωB97M-V/def2-TZVPD) results for a structure of composition C4H12Co3F2N4O16P2.

Geometry as XYZ:
```
43
Properties=species:S:1:pos:R:3:forces:R:3:lowdin_charge:R:1
Co -1.692961 -20.557245 13.803013 0.5 -0.5 0.6 0.585
Co 0.057176 -24.125428 13.326668 1.3 -1.0 2.6 0.600
Co -2.343932 -23.322551 15.199211 -0.5 -1.8 0.8 0.814
P -0.030511 -24.768573 15.903146 -2.6 -2.5 -0.9 0.141
O 1.185833 -24.567802 14.901120 0.2 0.4 1.2 -0.391
O -0.430775 -26.126667 16.513449 3.2 1.9 1.4 -0.308
O -1.095346 -24.955524 14.784044 -2.4 0.1 -4.9 -0.329
O -0.732584 -23.457889 16.365257 1.8 0.6 1.7 -0.347
P -2.071468 -22.958184 12.379744 1.8 2.9 6.0 0.205
O -3.085251 -23.521540 13.396592 -2.5 -0.9 -3.7 -0.349
O -1.004248 -23.880169 11.772064 -1.5 -0.9 -3.6 -0.358
O -1.106465 -22.550264 13.565239 3.2 1.4 4.1 -0.577
O -2.170397 -21.398883 12.110566 -2.8 -0.9 -4.6 -0.506
F -3.526304 -24.775399 15.976464 0.5 1.9 -0.3 -0.531
F -2.702182 -21.184201 15.371981 0.1 -0.5 -0.2 -0.544
C -4.942292 -20.730173 10.694392 -0.3 0.5 -0.5 0.030
N -5.101434 -22.164765 11.020651 0.0 0.8 0.4 -0.463
O -5.694602 -22.424511 12.026623 -0.6 -0.3 0.5 0.096
O -4.584192 -22.976426 10.284055 0.5 -0.5 -0.6 0.028
H -5.884079 -20.212189 10.859568 -0.1 -0.3 0.2 0.090
H -4.687164 -20.667346 9.640628 0.3 0.1 0.1 0.080
H -4.191292 -20.317770 11.364410 0.3 -0.2 -0.1 0.079
C 3.437964 -21.448486 12.275500 -0.3 -0.2 -0.9 0.061
N 2.664716 -22.719030 12.291911 0.3 -0.9 0.9 -0.397
O 3.217406 -23.710432 11.865660 0.3 0.0 -0.5 0.076
O 1.583848 -22.734488 12.827206 -0.6 0.8 -0.3 0.045
H 4.120939 -21.631624 11.450871 0.3 0.4 0.3 0.090
H 3.922092 -21.317488 13.236177 0.0 -0.1 0.0 0.105
H 2.766353 -20.624700 12.053285 -0.1 -0.1 0.2 0.097
C -2.850879 -26.209066 11.192702 -1.3 -1.3 -1.7 0.033
N -3.265066 -27.252601 12.185065 0.7 0.7 0.7 -0.445
O -3.004220 -26.996704 13.326311 0.0 0.0 0.4 0.117
O -3.788404 -28.291691 11.815996 -0.3 -0.3 -0.7 0.004
H -3.212989 -26.611743 10.241031 0.2 0.0 0.0 0.083
H -1.774942 -26.152151 11.133354 0.1 0.4 0.6 0.083
H -3.422000 -25.299063 11.334934 0.4 0.2 0.7 0.068
C -1.363234 -22.186998 8.687873 -1.1 -0.7 0.4 0.050
N -2.346416 -21.651420 7.689450 0.3 -0.4 0.5 -0.452
O -2.582151 -20.467305 7.748222 0.0 0.6 -0.2 0.040
O -2.901678 -22.426288 6.941436 0.1 -0.2 -0.2 0.048
H -1.847075 -22.035785 9.652118 0.2 0.6 0.2 0.059
H -0.414422 -21.674131 8.617730 0.0 0.0 -0.1 0.098
H -1.352964 -23.269368 8.599447 0.5 0.1 -0.5 0.095
```
Forces are in eV/Å.

lowest unoccupied orbital energy (spin up / spin down) = 3.94 / 3.93 eV
orbital gap (spin up / spin down) = 4.18 / 6.36 eV
net charge = -2
⟨S²⟩ = 25.09
multiplicity = 10

# 3
DFT (ωB97M-V/def2-TZVPD) results for a structure of composition C4H12CoN2S4Sb.

Geometry as XYZ:
```
24
Properties=species:S:1:pos:R:3:forces:R:3:lowdin_charge:R:1
Co 0.117719 -0.070089 -0.159155 1.4 -0.4 1.5 -0.365
N -1.472335 1.227458 0.507351 -0.3 -0.5 -0.1 -0.053
C -2.297572 1.093724 1.732502 0.2 0.0 -0.1 -0.243
C -1.960287 -0.197637 2.448304 -0.1 -0.1 -0.2 -0.213
C -2.479664 -1.437233 1.698809 0.0 0.1 0.0 -0.200
C -1.391341 -2.481355 1.536922 0.0 0.3 0.0 -0.245
N -0.413525 -2.020822 0.537260 -0.4 0.6 -0.7 -0.048
H -1.000645 2.114246 0.477869 0.2 0.3 0.0 0.080
H -2.027578 1.180645 -0.338368 -0.1 0.0 -0.1 0.030
H -3.355123 1.105512 1.470463 -0.1 0.1 0.0 0.113
H -2.115937 1.942934 2.388875 0.1 0.1 0.0 0.108
H -2.351406 -0.170108 3.466240 0.0 0.0 0.1 0.106
H -0.870890 -0.247869 2.509711 0.0 0.0 0.1 0.099
H -2.816812 -1.161933 0.690911 0.0 0.0 0.1 0.116
H -3.336902 -1.867494 2.222625 0.0 0.0 -0.1 0.107
H -1.819378 -3.438803 1.243537 0.0 -0.1 -0.1 0.113
H -0.888693 -2.623374 2.497229 0.1 0.0 0.0 0.115
H -0.695793 -2.348414 -0.397934 -0.1 -0.2 -0.2 -0.064
H 0.476270 -2.469364 0.675992 0.4 0.0 0.1 0.057
S 0.487309 -1.045524 -5.552419 0.2 0.0 0.4 -0.356
Sb 0.736742 -1.445726 -3.282224 -0.7 0.0 -0.5 0.079
S 2.141070 -0.271858 -0.262474 -0.8 0.1 0.0 0.006
S -0.289643 0.509625 -2.186988 -0.1 -0.3 -0.4 -0.035
S -0.583205 -3.245832 -2.607365 0.2 0.2 0.3 -0.309
```
Forces are in eV/Å.

lowest unoccupied orbital energy (spin up / spin down) = 2.27 / 1.83 eV
orbital gap (spin up / spin down) = 5.91 / 5.82 eV
net charge = -1
⟨S²⟩ = 0.77
multiplicity = 2

# 4
DFT (ωB97M-V/def2-TZVPD) results for a structure of composition C4H12FNO2SSi2.

Geometry as XYZ:
```
23
Properties=species:S:1:pos:R:3:forces:R:3:lowdin_charge:R:1
F 2.965152 -1.614066 0.692929 -1.0 1.6 -0.8 -0.130
C 2.169832 -0.476599 0.235771 0.9 0.3 0.1 -0.207
C 3.080904 0.558775 -0.608218 0.3 -1.7 0.1 -0.294
Si 2.477613 2.373958 -0.512065 -0.2 0.0 1.3 0.539
O 0.803698 2.551626 -0.072330 0.6 -1.0 -3.0 -0.449
Si -0.270949 2.205446 -1.378570 -0.3 0.6 1.9 0.485
N -0.764957 0.464855 -1.322327 -2.9 0.0 4.4 -0.057
C -1.481050 0.316294 -0.274865 1.6 0.8 -0.7 -0.716
S -2.261878 0.300264 1.203168 1.9 0.1 -3.6 0.747
H 1.851900 0.074864 1.178121 0.0 -1.0 -1.1 0.114
H 1.310051 -0.915829 -0.361221 1.1 0.7 0.9 0.103
H 4.111661 0.535450 -0.085322 -1.5 0.2 -0.8 0.091
H 3.266196 0.186998 -1.681224 -0.4 0.5 1.6 0.085
H 2.843018 3.157476 -1.717367 -0.3 -0.2 -0.1 -0.032
H 3.246944 3.003423 0.587783 -0.2 -0.1 0.0 -0.028
H 0.213877 2.615956 -2.692383 0.5 -0.4 -0.1 -0.027
H -1.506125 2.973741 -1.121306 0.1 -0.1 0.1 -0.014
C -3.684061 -3.420824 1.365336 0.1 0.3 -0.1 -0.166
O -4.209522 -2.102407 1.377855 -0.1 0.0 0.0 -0.183
H -4.464535 -4.113396 1.681112 0.0 0.1 0.0 0.077
H -3.359486 -3.679708 0.354020 0.1 -0.2 0.1 0.074
H -2.839884 -3.488789 2.056839 0.0 -0.2 0.0 0.075
H -3.498398 -1.507504 1.094274 -0.4 -0.3 0.1 -0.087
```
Forces are in eV/Å.

lowest unoccupied orbital energy = -0.43 eV
orbital gap = 9.66 eV
net charge = 0

# 5
DFT (ωB97M-V/def2-TZVPD) results for a cluster of 2 separate species, C4H12IN2 in total.

Geometry as XYZ:
```
19
Properties=species:S:1:pos:R:3:forces:R:3:lowdin_charge:R:1
C 0.948880 1.374188 -0.887671 4.7 1.0 -0.9 -0.093
C 0.734584 -1.582231 -1.316560 -1.7 2.6 -0.8 0.032
C 0.473099 -1.581119 1.211685 2.1 -4.3 -2.1 0.012
C -1.987021 1.686267 1.091388 -2.8 2.1 -0.4 -0.556
N 0.769851 0.347666 0.047184 -1.3 -1.2 2.6 0.017
N 0.621988 -0.878004 -0.039050 0.8 3.5 -0.9 -0.274
I -2.376151 0.104252 -0.278880 -0.7 -0.1 0.1 0.854
H 0.062913 1.823141 -1.278691 -0.8 -0.2 -0.4 0.070
H 1.489253 2.184476 -0.268373 -1.0 -1.0 -1.0 0.132
H 1.749205 1.118934 -1.701728 -1.8 0.3 0.9 0.135
H -0.320750 -1.587770 -1.712383 1.0 -0.7 0.3 0.094
H 1.274794 -0.876163 -1.996011 -0.1 -1.1 0.5 0.109
H 1.205767 -2.480222 -1.071498 0.5 -1.6 -0.5 0.078
H 1.181095 -2.505234 0.877056 -1.4 1.7 2.0 0.161
H 0.784060 -1.043532 2.060541 0.6 0.8 0.6 0.094
H -0.493301 -2.019214 1.383241 -0.7 0.1 -0.4 0.082
H -1.031290 2.176857 0.791109 -1.1 -0.2 0.5 -0.015
H -2.075143 1.387352 2.138835 0.6 -0.3 -0.4 0.000
H -3.011838 2.350353 0.949810 3.1 -1.2 0.1 0.069
```
Forces are in eV/Å.

lowest unoccupied orbital energy = -5.18 eV
orbital gap = 7.88 eV
net charge = +1
energy relative to the best compared isomer or geometry (same formula, charge and spin) = 85.5 kcal/mol

# 6
DFT (ωB97M-V/def2-TZVPD) results for a cluster of 3 separate species, C4H12IO2 in total.

Geometry as XYZ:
```
19
Properties=species:S:1:pos:R:3:forces:R:3:lowdin_charge:R:1
I 0.151161 1.210178 2.893337 0.1 0.0 -0.2 -0.390
C -3.198096 -0.191456 0.781776 -0.3 0.4 -1.0 -0.205
O -3.216416 0.999127 1.542437 0.6 -0.3 0.1 -0.192
H -3.101536 0.056663 -0.289910 -0.1 -0.1 0.1 0.061
H -2.385423 -0.899669 0.963615 0.0 0.2 0.6 0.067
H -4.171026 -0.671729 0.904159 0.1 -0.2 0.1 0.064
H -2.283117 1.246330 1.710259 -0.3 -0.1 0.2 -0.089
C 0.499432 0.303673 -1.398583 -0.6 0.1 -1.0 -0.079
C 1.491452 -0.713166 -0.858543 -0.2 1.2 1.9 -0.484
C 2.768401 0.003362 -0.398582 0.8 -0.9 -0.8 -0.082
O 0.888874 -1.336695 0.288415 0.3 -0.3 -0.5 -0.129
H 0.656468 0.606709 -2.443050 0.4 0.0 0.1 0.069
H 0.457370 1.211142 -0.795388 0.2 -0.1 0.2 0.067
H -0.509789 -0.109859 -1.399691 0.0 -0.2 0.2 0.065
H 1.757519 -1.479537 -1.584491 -0.2 -0.2 0.0 0.125
H 3.320372 0.252623 -1.315398 0.0 0.6 0.3 0.071
H 3.432028 -0.678580 0.143326 -0.2 -0.2 0.0 0.072
H 2.617465 0.850539 0.266287 -0.4 0.2 -0.2 0.057
H 0.824858 -0.659654 0.990027 -0.1 -0.1 0.0 -0.070
```
Forces are in eV/Å.

lowest unoccupied orbital energy = 3.59 eV
orbital gap = 7.69 eV
net charge = -1
energy relative to the best compared isomer or geometry (same formula, charge and spin) = 5.8 kcal/mol

# 7
DFT (ωB97M-V/def2-TZVPD) results for a structure of composition C4H12MnN4O12P.

Geometry as XYZ:
```
34
Properties=species:S:1:pos:R:3:forces:R:3:lowdin_charge:R:1
Mn 1.025343 -0.860472 0.041997 -0.5 0.7 0.3 0.904
P 0.282206 1.406140 0.463693 -0.3 -0.4 -0.6 0.018
O -0.323079 2.723674 0.802165 0.2 0.1 0.0 -0.364
O -0.765183 0.389753 -0.226019 0.6 -0.2 0.9 -0.467
O 0.933863 0.577171 1.678716 -1.1 -0.3 -0.4 -0.487
O 1.467257 1.293246 -0.560181 0.3 0.0 -0.1 -0.437
C 3.704400 0.574548 1.496862 -0.2 -1.5 0.8 0.037
N 3.991166 -0.333247 0.366430 2.8 -0.4 -1.0 -0.376
O 5.031948 -0.191805 -0.277723 -1.5 0.2 0.9 0.078
O 3.252295 -1.299101 0.134220 -0.5 0.6 0.3 -0.028
H 2.759387 0.985484 1.212892 -0.9 0.4 0.3 0.026
H 4.438506 1.342361 1.639523 0.7 -0.1 -0.3 0.095
H 3.581418 -0.104720 2.389981 0.0 0.9 -1.0 0.131
C 0.075055 -0.255261 -3.064717 1.9 0.2 1.6 0.067
N 0.517511 -1.679534 -2.882631 -1.0 2.1 -1.2 -0.411
O 0.999669 -1.970535 -1.817815 0.8 -1.0 1.9 -0.006
O 0.432430 -2.437968 -3.792263 -0.1 -1.0 -1.0 0.116
H 0.986764 0.312493 -2.742806 -0.9 -0.2 0.0 0.107
H -0.697387 -0.023953 -2.320980 0.0 -0.1 -0.2 0.075
H -0.090786 -0.066137 -4.086511 -0.7 -0.1 -1.1 0.079
C -1.470364 -0.911255 2.633760 1.2 -0.3 0.3 0.048
N -1.027946 -2.328533 2.346359 -0.8 -1.5 0.8 -0.373
O -0.349851 -2.486578 1.338679 0.2 -0.2 0.2 -0.002
O -1.333799 -3.293455 3.100167 0.6 2.7 -1.7 0.030
H -0.478364 -0.364900 2.794142 -1.3 -0.3 -0.3 0.098
H -2.120667 -0.972166 3.486868 -0.1 0.1 0.4 0.080
H -1.974036 -0.482441 1.757183 0.4 -0.3 0.0 0.082
C -3.031649 2.078970 -0.725950 0.2 0.5 1.9 0.002
N -3.512544 0.710009 -0.969733 -1.2 0.4 1.0 -0.461
O -3.560812 0.417410 -2.135840 0.3 -0.8 -1.0 0.040
O -4.037774 0.058064 -0.079891 0.6 0.2 -0.1 0.041
H -2.132434 2.185628 -1.266673 0.7 0.3 -0.9 0.064
H -2.714292 2.303116 0.317847 -0.6 -0.6 -0.6 0.096
H -3.858262 2.703985 -1.051751 0.1 0.2 -0.1 0.098
```
Forces are in eV/Å.

lowest unoccupied orbital energy (spin up / spin down) = 2.17 / 2.11 eV
orbital gap (spin up / spin down) = 7.17 / 7.20 eV
net charge = -1
⟨S²⟩ = 8.75
multiplicity = 6

# 8
DFT (ωB97M-V/def2-TZVPD) results for the ion C4H12N2 with charge -1.

Geometry as XYZ:
```
18
Properties=species:S:1:pos:R:3:forces:R:3:lowdin_charge:R:1
N -0.820634 -0.625697 -2.054955 -1.1 -0.3 0.4 -0.022
C -0.803627 -1.299726 -0.760579 0.1 0.1 -0.4 -0.334
C -0.747087 -0.283928 0.362606 -0.7 0.0 0.0 -0.333
N 0.427214 0.533253 0.383304 0.5 0.5 0.3 -0.290
C 0.177953 1.819947 1.036406 -0.6 -0.7 0.0 -0.332
C 1.589668 -0.144245 0.944594 -0.9 -0.2 0.2 -0.302
H -0.297408 -1.006712 -2.818498 0.4 0.1 0.1 0.033
H -0.824101 0.372342 -1.957544 0.5 0.1 -0.3 0.040
H -1.730380 -1.867326 -0.592388 0.1 -0.1 -0.1 0.086
H 0.034714 -1.993240 -0.714699 0.1 -0.1 0.1 0.080
H -1.620277 0.360887 0.217013 0.1 0.2 -0.1 0.097
H -0.970427 -0.767173 1.328115 0.2 -0.2 0.1 0.092
H 1.103984 2.319748 1.282896 0.3 0.2 -0.2 0.017
H -0.371913 1.688280 1.985991 0.1 0.0 0.0 0.032
H -0.460115 2.436840 0.393586 0.1 0.2 0.0 0.036
H 2.460069 0.490899 0.785386 0.3 -0.3 0.0 0.027
H 1.441115 -0.355180 2.021540 0.2 0.2 0.0 0.030
H 1.664353 -1.147054 0.502922 0.4 0.3 -0.2 0.042
```
Forces are in eV/Å.

lowest unoccupied orbital energy (spin up / spin down) = 4.22 / 4.17 eV
orbital gap (spin up / spin down) = 2.72 / 8.85 eV
net charge = -1
energy relative to the best compared isomer or geometry (same formula, charge and spin) = 17.2 kcal/mol
⟨S²⟩ = 0.75
multiplicity = 2

| no. | total energy (a.u.) |
| --- | --- |
| 1 | -1741.10699 |
| 2 | -6613.01409 |
| 3 | -3484.93540 |
| 4 | -1441.90834 |
| 5 | -566.43094 |
| 6 | -607.86061 |
| 7 | -2773.73414 |
| 8 | -269.02621 |